Density functional theory data (the ωB97M-V functional and the def2-TZVPD basis) for 2 unconnected molecules or ions with the total composition C5H8O2.

Results
DFT total energy, a.u.: -345.620969
Orbital gap, Ha: 0.3668
HOMO, eV: -9.233
Net charge: 0

Last column: Mulliken charge in e.
CARTESIAN COORDINATES (ANGSTROEM)
O -1.215 -0.768 -1.546  -0.1464
O 0.571 -0.532 1.461  -0.4690
C -1.799 -0.399 -0.263  0.1764
C -1.089 -1.669 -0.624  -0.3111
C 0.349 0.526 0.632  0.6143
C 1.302 1.222 0.015  -1.0005
C -1.126 0.747 0.458  -0.7479
H -1.595 0.836 1.446  0.2833
H -2.886 -0.397 -0.287  0.4025
H 1.046 2.024 -0.667  0.2542
H 2.356 1.002 0.157  0.2581
H -1.300 1.686 -0.080  0.3150
H 1.557 -1.864 -0.984  -0.1883
H 2.217 -1.588 -1.189  0.1991
H 1.505 -0.777 1.423  0.3602